Computed, not measured: a single C6H10O2 molecule in a non-equilibrium geometry, with ωB97M-V/def2-TZVPD.

CARTESIAN COORDINATES (ANGSTROEM)
C: -0.1674 -1.0900 1.2095
C: 0.3325 -0.7827 -0.2449
C: 1.4196 0.0549 -0.2225
O: 1.1134 1.2757 0.0293
C: -0.2656 1.7936 0.4444
O: -1.4528 1.0224 -0.2874
C: -0.7125 0.1315 -1.0258
C: -0.9176 -1.1148 -1.2913
H: 0.7864 -0.6525 2.0181
H: -1.0625 -0.3421 1.2523
H: -0.3406 -2.1729 1.2814
H: 2.0443 0.1598 -1.1510
H: 2.1124 -0.3485 0.5086
H: -0.3864 1.6050 1.4273
H: -0.3153 2.8481 0.3414
H: -0.0040 0.6432 -1.6324
H: -0.5437 -1.4092 -2.1767
H: -1.6401 -1.6216 -0.4804

The calculation puts the energy above the lowest of the compared OMol25 structures with the same formula, charge and spin at 179.58 kcal per mole. Its SMILES is C[C@]12COCO[C@@H]1C2. For the gap between HOMO and LUMO, the calculation gives 9.1 eV. The spin multiplicity is 1.

Atom charges from the natural (NBO) analysis, given in e for atoms 1 to 2: number 1, C, carries -0.65; number 2, C, carries -0.16

---

Computed, not measured: 5 unconnected molecules or ions with the total composition C20H44B4FNO13S4 in a non-equilibrium geometry, with ωB97M-V/def2-TZVPD.

CARTESIAN COORDINATES (ANGSTROEM)
C: 4.4527 -0.9831 -3.1279
O: 3.2810 -1.2077 -3.9050
B: 3.0883 -0.4974 -5.0817
O: 3.7583 -0.8422 -6.2132
B: 2.0052 0.8248 -4.9968
O: 2.4871 2.0825 -4.5987
B: 1.6642 2.6501 -3.6576
F: 2.1814 3.0817 -2.5056
O: 0.3119 2.6946 -3.8607
B: -0.2201 1.4847 -4.3254
C: -1.6174 0.9597 -3.8986
C: -1.4549 -0.4409 -3.2402
C: -1.4500 -1.5458 -4.3109
N: -0.4397 -2.5954 -4.1230
O: 0.6351 0.7172 -5.1190
H: 5.1812 -0.3609 -3.6523
H: 4.9217 -1.9381 -2.8951
H: 4.1778 -0.4876 -2.1967
H: 4.3629 -1.5806 -6.0669
H: -2.0539 1.6680 -3.1919
H: -2.3095 0.8940 -4.7430
H: -2.2664 -0.5858 -2.5303
H: -0.5271 -0.4494 -2.6635
H: -2.4421 -1.9949 -4.3355
H: -1.2626 -1.0740 -5.2756
H: 0.2392 -2.5909 -4.8699
H: 0.0431 -2.4968 -3.2416
O: -1.4137 -2.5560 -1.3487
S: -2.7450 -3.1137 -1.3768
O: -3.5956 -3.0028 -2.5335
C: -2.6309 -4.8176 -0.8405
C: -2.7568 -4.7367 0.6751
C: -3.8853 -3.7356 0.9526
C: -3.6327 -2.5058 0.0729
H: -1.6877 -5.2237 -1.1969
H: -3.4670 -5.3577 -1.2845
H: -2.9778 -5.7170 1.0874
H: -1.8199 -4.3788 1.1082
H: -4.8420 -4.1920 0.6921
H: -3.9299 -3.4559 2.0047
H: -4.5445 -2.0252 -0.2726
H: -2.9860 -1.7769 0.5576
O: 3.5945 8.1056 1.3380
S: 4.2003 6.8660 0.9145
O: 4.6562 5.9226 1.9050
C: 3.1119 6.0602 -0.2559
C: 3.5465 6.6098 -1.6091
C: 5.0812 6.6078 -1.5899
C: 5.5222 7.2224 -0.2570
H: 2.0830 6.2882 0.0126
H: 3.2903 4.9876 -0.1825
H: 3.1512 6.0037 -2.4226
H: 3.1757 7.6291 -1.7356
H: 5.4449 5.5813 -1.6625
H: 5.4964 7.1636 -2.4291
H: 6.4392 6.7929 0.1382
H: 5.6115 8.3058 -0.3090
O: -0.9862 5.8204 4.7854
S: 0.0600 6.2628 5.6747
O: -0.1976 6.3598 7.0892
C: 1.5253 5.2774 5.3717
C: 2.2677 6.0385 4.2807
C: 2.1896 7.5206 4.6675
C: 0.7362 7.8143 5.0535
H: 1.2097 4.2746 5.0934
H: 2.0918 5.2477 6.3024
H: 3.2979 5.7039 4.1814
H: 1.7756 5.8843 3.3176
H: 2.8449 7.7100 5.5202
H: 2.5169 8.1604 3.8495
H: 0.6337 8.5589 5.8389
H: 0.1299 8.0959 4.1946
O: -2.8617 -8.2206 1.0952
S: -4.1533 -8.2168 1.7374
O: -5.1936 -7.3533 1.2377
C: -4.7399 -9.9034 1.8654
C: -4.1840 -10.3889 3.1992
C: -4.3967 -9.2364 4.1908
C: -3.9219 -7.9506 3.5051
H: -4.3843 -10.4530 0.9972
H: -5.8291 -9.8652 1.8666
H: -4.6814 -11.3009 3.5250
H: -3.1184 -10.6050 3.0988
H: -5.4576 -9.1553 4.4341
H: -3.8577 -9.4002 5.1224
H: -4.4953 -7.0712 3.7875
H: -2.8598 -7.7676 3.6574

The calculation puts the energy above the lowest of the compared OMol25 structures with the same formula, charge and spin at 0.00 kcal per mole. Its SMILES is COB(O)B1OB(F)OB(CCCN)O1.O=S1(=O)CCCC1.O=S1(=O)CCCC1.O=S1(=O)CCCC1.O=S1(=O)CCCC1. For the gap between HOMO and LUMO, the calculation gives 8.6 eV. The spin multiplicity is 1.

Atom charges from the Mulliken analysis, given in e for atoms 1 to 2: number 1, C, carries -0.76; number 2, O, carries -0.44

---

Computed, not measured: a molecular structure, C11H22Br2I2NOP2 in a non-equilibrium geometry, with ωB97M-V/def2-TZVPD.

CARTESIAN COORDINATES (ANGSTROEM)
C: 3.7213 -1.2820 2.1094
C: 2.2768 -0.9766 2.1848
Br: 1.4934 -1.2496 3.8772
C: 1.5568 -0.5368 1.1781
Br: 2.4323 -0.3237 -0.5118
P: -0.1679 -0.0912 1.0971
C: -0.5425 1.7311 1.2142
I: -1.0202 2.3666 -0.7995
C: 0.4743 2.7051 1.7979
C: 1.8525 2.7474 1.1742
I: 0.5839 2.5800 3.9468
P: -1.5172 -1.2835 2.3303
C: -3.0394 -1.5625 1.2945
C: -2.0658 -0.3038 3.7763
H: 3.8553 -2.2437 1.6267
H: 4.2610 -0.4966 1.6091
H: 4.0995 -1.3364 3.1187
H: -0.5589 -0.4450 -0.2043
H: -1.4716 1.8292 1.7503
H: 0.0508 3.6812 1.6410
H: 1.8054 2.7010 0.0947
H: 2.5283 2.0133 1.5821
H: 2.2794 3.7071 1.4286
H: -3.0840 -2.6055 1.0297
H: -3.8871 -1.2946 1.9074
H: -2.9936 -0.9465 0.4104
H: -1.3097 -0.2806 4.5395
H: -2.3704 0.7089 3.5456
H: -2.9418 -0.7960 4.1709
C: -0.9786 -2.2010 -4.4792
C: -0.9174 -1.0956 -3.4568
O: -1.2887 -1.2527 -2.2967
N: -0.4252 0.1060 -3.8473
C: 0.0846 0.5136 -5.1458
H: -1.3901 -3.0885 -4.0093
H: -1.6214 -1.9162 -5.3124
H: 0.0196 -2.4326 -4.8519
H: -0.4369 0.7675 -3.0907
H: 1.1219 0.8361 -5.0472
H: -0.5046 1.3493 -5.5248
H: 0.0359 -0.3022 -5.8580

For the gap between HOMO and LUMO, the calculation gives 8.3 eV. Its charge is +1. The spin multiplicity is 1.

Atom charges from the natural (NBO) analysis, given in e for atoms 1 to 2: number 1, C, carries -0.68; number 2, C, carries 0.03

---

Computed, not measured: a molecular structure, C39H35AsN3OPPtS, with ωB97M-V/def2-TZVPD.

CARTESIAN COORDINATES (ANGSTROEM)
Pt: 1.2526 -0.3353 0.2236
O: 4.6723 -1.3242 -1.3599
S: 4.5579 -0.6209 -0.1025
N: 3.1867 -0.3417 0.4257
C: 2.5647 4.9154 5.2477
C: 2.1678 3.6286 5.5920
C: 1.8444 2.7177 4.6002
C: 1.9086 3.1159 3.2672
C: 2.3185 4.3970 2.9074
C: 2.6343 5.2989 3.9144
As: 1.2139 1.9043 1.9310
C: -0.7080 2.0956 1.9905
C: -1.5198 1.0200 2.3277
C: -2.8949 1.1952 2.3865
C: -3.4483 2.4372 2.1059
C: -2.6302 3.5131 1.7787
C: -1.2537 3.3498 1.7268
C: 1.7478 2.5886 0.2176
C: 0.8535 2.5664 -0.8598
C: 1.2931 2.9306 -2.1281
C: 2.6133 3.2997 -2.3223
C: 3.5083 3.3122 -1.2512
C: 3.0839 2.9440 0.0105
H: 2.8322 5.6219 6.0237
H: 2.1073 3.3352 6.6322
H: 1.5459 1.7112 4.8625
H: 2.3761 4.7018 1.8728
H: 2.9312 6.3058 3.6504
H: -1.0842 0.0521 2.5428
H: -3.5350 0.3660 2.6604
H: -4.5217 2.5730 2.1526
H: -3.0611 4.4844 1.5742
H: -0.6163 4.1925 1.4885
H: -0.1881 2.3230 -0.6938
H: 0.5998 2.9312 -2.9590
H: 2.9539 3.5862 -3.3095
H: 4.5373 3.6073 -1.4093
H: 3.7839 2.9314 0.8376
C: 2.2132 -4.8104 3.5061
C: 0.8328 -4.2080 3.2014
C: 0.9359 -2.9829 2.4051
N: 1.0276 -2.0157 1.7998
H: 2.0830 -5.7168 4.0922
H: 2.8237 -4.1141 4.0784
H: 2.7407 -5.0640 2.5880
H: 0.3088 -3.9568 4.1235
H: 0.2109 -4.9107 2.6480
N: -0.5158 -0.5625 -0.4273
P: -1.1070 -1.3745 -1.7382
C: -0.0619 -1.1737 -3.1770
C: -0.5657 -0.5546 -4.3204
C: 0.2618 -0.3706 -5.4193
C: 1.5846 -0.7871 -5.3705
C: 2.0933 -1.3941 -4.2256
C: 1.2748 -1.5873 -3.1270
C: -1.2151 -3.0981 -1.2662
C: -0.6882 -4.1182 -2.0526
C: -0.8073 -5.4342 -1.6242
C: -1.4385 -5.7210 -0.4215
C: -1.9740 -4.6996 0.3587
C: -1.8621 -3.3839 -0.0584
C: -2.7394 -0.7732 -2.1064
C: -3.1074 0.5107 -1.7023
C: -4.3643 0.9941 -2.0332
C: -5.2418 0.1982 -2.7584
C: -4.8758 -1.0846 -3.1514
C: -3.6228 -1.5784 -2.8251
H: -1.5973 -0.2271 -4.3571
H: -0.1292 0.1010 -6.3121
H: 2.2288 -0.6426 -6.2292
H: 3.1278 -1.7116 -4.1880
H: 1.6699 -2.0861 -2.2514
H: -0.2051 -3.8947 -2.9959
H: -0.4169 -6.2358 -2.2373
H: -1.5230 -6.7499 -0.0934
H: -2.4930 -4.9344 1.2800
H: -2.2884 -2.5802 0.5329
H: -2.4191 1.1146 -1.1196
H: -4.6606 1.9900 -1.7283
H: -6.2223 0.5787 -3.0181
H: -5.5682 -1.6999 -3.7111
H: -3.3355 -2.5809 -3.1226

The calculation puts the energy above the lowest of the compared OMol25 structures with the same formula, charge and spin at 0.00 kcal per mole. As for the expectation value of S²: 6.02. For the gap between HOMO and LUMO (spin up / spin down), the calculation gives 8.9 / 6.2 eV. Its charge is +2. The spin multiplicity is 5.

Atom charges from the Mulliken analysis, given in e for atoms 1 to 2: number 1, Pt, carries 1.28; number 2, O, carries -0.40

---

Computed, not measured: a single C10H19N5O molecule in a non-equilibrium geometry, with ωB97M-V/def2-TZVPD.

CARTESIAN COORDINATES (ANGSTROEM)
C: -4.4551 0.4948 -2.5783
C: -3.4017 1.5890 -2.4504
C: -2.1619 1.1421 -1.6752
C: -2.4448 0.8662 -0.2014
C: -1.1654 0.5344 0.5609
C: -1.4469 0.2301 2.0073
O: -2.5413 0.2304 2.5167
N: -0.3456 -0.0717 2.7826
C: 0.9712 -0.1382 2.4473
N: 1.9083 -0.4646 3.3647
N: 3.0383 -0.4420 2.7484
N: 2.8066 -0.1148 1.5108
C: 3.8199 -0.0199 0.5045
C: 3.7344 -1.2035 -0.4624
C: 4.0634 -2.5210 0.2275
N: 1.5235 0.0884 1.2588
H: -4.8585 0.2269 -1.6058
H: -4.0257 -0.3959 -3.0324
H: -5.2775 0.8349 -3.2036
H: -3.8407 2.4578 -1.9553
H: -3.0927 1.9003 -3.4514
H: -1.7519 0.2426 -2.1412
H: -1.4032 1.9259 -1.7477
H: -3.1379 0.0314 -0.0979
H: -2.9142 1.7396 0.2546
H: -0.4568 1.3641 0.5122
H: -0.6656 -0.3302 0.1179
H: -0.5334 -0.2794 3.7570
H: 3.6771 0.9200 -0.0348
H: 4.7788 -0.0115 1.0257
H: 2.7261 -1.2400 -0.8791
H: 4.4340 -1.0286 -1.2808
H: 3.9764 -3.3464 -0.4740
H: 5.0783 -2.5050 0.6178
H: 3.3845 -2.7061 1.0568

The calculation puts the energy above the lowest of the compared OMol25 structures with the same formula, charge and spin at 0.00 kcal per mole. Its SMILES is CCCCCC(=O)Nc1nnn(CCC)n1. For the gap between HOMO and LUMO, the calculation gives 10.0 eV. The spin multiplicity is 1.

Atom charges from the natural (NBO) analysis, given in e for atoms 1 to 2: number 1, C, carries -0.61; number 2, C, carries -0.39

---

Computed, not measured: 2 unconnected molecules or ions with the total composition C20H38ClN3O7 in a non-equilibrium geometry, with ωB97M-V/def2-TZVPD.

CARTESIAN COORDINATES (ANGSTROEM)
N: -1.3061 2.7358 2.4163
C: -2.7005 2.4159 2.0663
C: -2.8798 1.5935 0.7164
O: -4.3129 1.5185 0.4867
C: -2.1549 2.2234 -0.5224
C: -1.1885 1.2504 -1.2794
C: -0.2134 0.4483 -0.3090
C: 1.3069 0.6858 -0.6466
C: 1.6934 2.2138 -0.4260
O: 2.2999 2.7289 -1.6076
C: -0.6142 -1.0999 -0.2629
C: 0.1503 -1.8677 0.8639
C: 1.4855 -2.5727 0.4337
C: 2.3010 -3.2024 1.6235
C: 2.7688 -2.1773 2.7137
N: 3.8902 -1.3243 2.3171
C: 3.8345 0.0286 2.0583
C: 5.1321 0.5509 1.7393
C: 6.0275 -0.6310 1.8157
C: 5.1980 -1.7476 2.1750
C: -0.5812 -1.7969 -1.6817
C: -0.9424 -0.6986 -2.7787
N: -1.8668 0.3420 -2.2505
C: -2.4880 1.0428 -3.4288
C: -1.4623 1.5949 -4.4843
O: -1.5625 0.9253 -5.7480
H: -0.7232 1.9104 2.5293
H: -0.8923 3.4236 1.7927
H: -3.1018 1.7953 2.9144
H: -3.2780 3.3733 2.0167
H: -2.5570 0.5440 0.9503
H: -4.6399 1.1058 1.3118
H: -1.5483 3.1232 -0.2313
H: -2.9658 2.6366 -1.1862
H: -0.4994 1.8983 -1.8940
H: -0.3515 0.7967 0.7501
H: 1.5424 0.3564 -1.6851
H: 1.8857 0.1295 0.1342
H: 2.3552 2.2891 0.4829
H: 0.7459 2.7594 -0.1444
H: 2.4254 3.6893 -1.5423
H: -1.6978 -1.0888 0.0579
H: -0.5172 -2.6170 1.3277
H: 0.4237 -1.1118 1.6555
H: 1.1918 -3.4356 -0.2317
H: 2.1784 -1.9416 -0.1767
H: 3.1382 -3.8354 1.2446
H: 1.5920 -3.9071 2.1465
H: 1.8871 -1.6040 3.0777
H: 3.1278 -2.7871 3.5891
H: 2.9724 0.7225 2.0647
H: 5.4262 1.5931 1.5139
H: 7.1239 -0.6094 1.6523
H: 5.6273 -2.7637 2.3013
H: 0.4113 -2.1976 -1.9833
H: -1.4108 -2.5447 -1.7220
H: 0.0430 -0.2694 -3.0946
H: -1.4280 -1.2261 -3.6306
H: -2.6313 -0.1561 -1.7602
H: -3.2033 1.8468 -3.1504
H: -3.0956 0.2595 -3.9605
H: -1.7236 2.6744 -4.6636
H: -0.3965 1.5912 -4.1544
H: -0.7135 0.5271 -5.9917
O: -4.2405 -3.3129 3.3464
Cl: -3.7129 -2.4304 2.3417
O: -2.3002 -2.7030 2.1444
O: -3.8714 -1.0510 2.7652
O: -4.4122 -2.6331 1.0916

For the gap between HOMO and LUMO, the calculation gives 8.0 eV. The spin multiplicity is 1.

Atom charges from the natural (NBO) analysis, given in e for atoms 1 to 2: number 1, N, carries -0.84; number 2, C, carries -0.24

---

Computed, not measured: a single C6H11ClSi molecule in a non-equilibrium geometry, with ωB97M-V/def2-TZVPD.

CARTESIAN COORDINATES (ANGSTROEM)
C: -0.4173 2.4765 -0.7520
C: -1.2855 1.6844 -0.1652
Si: -1.0234 -0.2157 -0.1375
C: -1.6527 -1.1128 -1.8385
Cl: -2.4326 -1.6799 1.3480
C: 0.8177 -0.3814 0.4969
C: 1.7827 -0.9640 -0.1924
C: 1.0432 0.0358 1.8809
H: -0.3894 3.5139 -0.7417
H: 0.3971 2.0760 -1.4192
H: -2.2530 1.9501 0.1911
H: -0.9597 -0.6120 -2.5307
H: -1.6743 -2.1226 -2.0189
H: -2.5462 -0.5782 -1.8412
H: 1.7519 -1.2048 -1.2431
H: 2.6641 -1.3344 0.2564
H: 0.0717 -0.0286 2.3544
H: 1.4364 1.1281 1.8462
H: 1.9336 -0.5241 2.3268

The calculation puts the energy above the lowest of the compared OMol25 structures with the same formula, charge and spin at 37.51 kcal per mole. Its SMILES is C=C[Si@](C)(Cl)C(=C)C. For the gap between HOMO and LUMO, the calculation gives 9.8 eV. The spin multiplicity is 1.

Atom charges from the natural (NBO) analysis, given in e for atoms 1 to 2: number 1, C, carries -0.32; number 2, C, carries -0.68

---

Computed, not measured: a gas-phase ion, C6H13N2SSi (charge +1) in a non-equilibrium geometry, with ωB97M-V/def2-TZVPD.

CARTESIAN COORDINATES (ANGSTROEM)
C: 2.9866 -0.0504 1.1940
C: 2.4632 -0.0542 -1.1196
C: -0.6876 -1.9098 0.3753
C: -2.1279 1.3849 1.3058
C: -0.9935 -0.3732 -2.2559
C: -0.7580 1.3083 0.7513
N: 1.7160 -0.0910 0.9343
N: 1.4472 0.0297 -0.3244
Si: -0.4828 -0.2175 -0.4286
S: 3.9448 0.0492 -0.2853
H: 3.3441 0.0618 2.1844
H: 2.3270 -0.1121 -2.1771
H: 0.2863 -2.3631 0.5115
H: -0.9694 -1.6521 1.4620
H: -1.3682 -2.6063 -0.2459
H: -2.2480 0.4844 1.8445
H: -2.1730 2.2647 1.8891
H: -2.8778 1.4879 0.5628
H: -0.2703 -0.8076 -2.9079
H: -1.7074 -1.1578 -2.1848
H: -1.2643 0.5289 -2.7766
H: -0.5558 2.2666 0.0877
H: -0.0313 1.5286 1.6034

The calculation puts the energy above the lowest of the compared OMol25 structures with the same formula, charge and spin at 36.70 kcal per mole. For the gap between HOMO and LUMO, the calculation gives 9.8 eV. Its charge is +1. The spin multiplicity is 1.

Atom charges from the natural (NBO) analysis, given in e for atoms 1 to 2: number 1, C, carries -0.11; number 2, C, carries -0.09